Formula: C6H20AgKN10O8
Source: the OMol25 dataset
Level of theory: ωB97M-V/def2-TZVPD

```
! wB97M-V def2-TZVPD RIJCOSX def2/J DEFGRID3
* xyz 1 2
N -0.667 -5.170 -1.500
C 3.322 -0.960 2.504
N 0.754 2.931 0.801
O 1.975 -0.187 -1.025
H -2.613 0.790 0.804
H -2.857 3.465 -1.266
H -1.531 2.285 -0.925
O 4.040 -1.253 3.462
O 2.372 4.106 1.839
O -4.156 2.094 -2.687
H -0.624 -2.943 -0.287
O -2.927 0.259 3.773
H -1.683 0.397 -1.771
N -0.559 -2.899 -1.288
N 2.930 2.383 0.447
Ag 2.573 -0.622 -3.167
H -0.791 -5.986 -2.077
C 2.064 3.172 1.043
N -1.111 0.190 2.384
C -2.463 0.354 2.654
H 4.871 -0.658 1.249
H -0.687 0.178 1.460
H -0.385 -5.309 -0.547
C -0.739 -3.980 -2.100
H 1.454 -0.384 1.840
H -0.137 -2.111 -1.749
C 0.735 0.023 -1.238
O -0.057 0.543 -0.395
H 3.918 2.573 0.431
N -3.237 0.684 1.579
H -0.050 3.472 1.077
K -0.926 -0.399 -4.724
C -3.071 1.785 -2.228
H -3.301 -0.222 -2.297
H -4.201 0.925 1.696
N -2.331 2.617 -1.424
N -2.608 0.493 -2.150
H 3.206 -0.390 0.616
H 1.616 -0.669 3.518
O 0.430 -0.214 -2.474
O -0.942 -3.868 -3.315
N 3.881 -0.533 1.358
N 1.980 -0.798 2.590
H 0.587 2.002 0.393
H 2.515 1.638 -0.114
H -0.569 0.191 3.229
*
```

E, Eh: -2136.9222
Gap between HOMO and LUMO (spin up / spin down), hartree: 0.2557 / 0.1369
⟨S²⟩: 0.76
Max |F|, eV Å⁻¹: 3.4